--- a ---
# C3H7NO4S

A 2-piece molecular cluster, C3H7NO4S overall (ωB97M-V/def2-TZVPD, the Open Molecules 2025 dataset).

Structure (XYZ):
```
16
Properties=species:S:1:pos:R:3:mulliken_charge:R:1
N -2.98 -0.67 0.23 -0.529
C -1.71 -0.04 0.40 -0.139
O -0.58 -0.83 0.19 -0.475
C -0.83 0.12 -0.78 0.453
C 0.09 1.26 -0.82 -0.347
O 0.79 1.75 0.02 -0.426
H -3.58 -0.65 1.10 0.230
H -3.06 -1.50 -0.38 0.231
H -1.67 0.47 1.31 0.364
H -1.20 -0.32 -1.74 0.298
H 0.02 1.74 -1.80 0.330
O 3.99 0.49 1.08 -0.434
S 3.48 -0.18 -0.35 0.141
O 2.51 -1.46 0.09 -0.463
H 3.17 0.91 1.44 0.357
H 1.56 -1.11 -0.01 0.409
```

Computed properties:
- Kohn-Sham gap: 8.74 eV
- HOMO: -8.41 eV
- LUMO level: 0.3 eV
- SMILES string: N[C@H]1O[C@@H]1C=O.OSO

--- b ---
# C3H7NO4S

C3H7NO4S as an isolated structure (ωB97M-V/def2-TZVPD, the Open Molecules 2025 dataset).

Structure (XYZ):
```
16
Properties=species:S:1:pos:R:3:mulliken_charge:R:1
C -0.21 -1.79 2.49 -0.607
C -0.45 -0.59 1.98 -0.509
C 0.02 -0.32 0.58 0.684
N -0.31 -1.38 -0.25 -0.391
O 0.20 0.28 -3.13 -0.487
O -1.45 1.87 -2.24 -0.442
O 0.57 0.69 0.23 -0.593
O 1.28 2.51 -1.63 -0.634
S -0.26 1.70 -3.05 0.785
H -0.49 -2.13 3.55 0.246
H 0.56 -2.42 2.03 0.283
H -0.68 0.15 2.69 0.363
H 0.08 -1.33 -1.20 0.232
H 1.56 1.74 -1.10 0.459
H -1.10 -1.93 0.05 0.245
H 0.68 2.96 -1.01 0.367
```

Computed properties:
- Kohn-Sham gap: 10.48 eV
- HOMO: -10.19 eV
- LUMO level: 0.3 eV

It is b that is most stable; the runner-up trails by 2.163 eV.